Entry 1:
{"formula": "C23H49AlBCl5MgN7NbO12P", "method": "ωB97M-V with the def2-TZVPD basis set", "species": ["N", "B", "O", "Nb", "C", "O", "C", "C", "C", "C", "C", "C", "H", "H", "H", "H", "H", "H", "H", "H", "H", "H", "H", "H", "H", "H", "C", "C", "N", "C", "C", "N", "C", "C", "H", "H", "H", "H", "H", "H", "H", "H", "H", "H", "H", "Cl", "C", "C", "O", "C", "O", "O", "H", "H", "H", "H", "C", "O", "N", "N", "H", "H", "H", "H", "C", "Cl", "Cl", "Cl", "Cl", "Mg", "C", "O", "P", "O", "O", "C", "O", "C", "H", "H", "H", "H", "H", "H", "H", "H", "H", "C", "O", "H", "H", "H", "Al", "C", "O", "N", "N", "H", "H", "H", "H"], "positions_angstrom": [[-1.482, 8.644, -0.314], [-2.561, 7.620, -0.351], [-3.949, 8.070, -0.380], [-2.251, 5.332, -0.319], [-2.027, 3.082, -0.026], [-2.231, 2.282, -1.222], [-1.752, 0.941, -0.987], [-1.754, 0.263, 0.431], [-1.193, -1.176, 0.689], [-0.605, -2.025, -0.458], [-0.634, -1.390, -1.888], [-1.189, 0.052, -2.154], [-0.744, 8.481, -1.016], [-1.106, 8.775, 0.638], [-4.122, 8.291, 0.573], [-3.262, 5.066, -1.799], [-3.722, 5.260, 0.792], [-1.240, 5.554, 1.211], [-0.712, 5.441, -1.289], [-2.835, 2.746, 0.738], [-0.989, 2.887, 0.453], [-2.172, 0.793, 1.364], [-1.193, -1.599, 1.757], [-0.187, -3.057, -0.220], [-0.217, -2.025, -2.735], [-1.157, 0.402, -3.246], [-4.609, 10.330, -2.432], [-4.501, 11.801, -2.785], [-3.168, 12.201, -3.261], [-1.951, 11.639, -2.925], [-0.992, 12.341, -3.587], [-1.640, 13.331, -4.293], [-2.955, 13.236, -4.082], [-1.006, 14.341, -5.137], [-3.965, 10.076, -1.588], [-5.635, 10.082, -2.150], [-4.322, 9.703, -3.280], [-4.741, 12.421, -1.916], [-5.219, 12.038, -3.575], [-1.910, 10.797, -2.255], [0.079, 12.262, -3.640], [-3.714, 13.883, -4.497], [-1.234, 15.331, -4.740], [-1.393, 14.249, -6.153], [0.074, 14.195, -5.147], [-1.248, 7.111, -3.168], [-2.621, -4.693, 2.951], [-2.024, -4.868, 4.312], [-0.625, -4.740, 4.067], [-0.485, -4.021, 2.926], [0.563, -3.587, 2.521], [-1.678, -3.851, 2.294], [-3.605, -4.223, 2.984], [-2.697, -5.635, 2.400], [-2.334, -4.085, 5.011], [-2.255, -5.842, 4.746], [-2.768, -1.298, 6.109], [-2.596, -2.494, 5.909], [-1.977, -0.343, 5.560], [-3.762, -0.826, 6.895], [-2.101, 0.641, 5.712], [-1.224, -0.656, 4.969], [-4.372, -1.505, 7.322], [-3.920, 0.149, 7.073], [-4.029, -2.773, -4.061], [-4.873, -1.289, -4.547], [-5.129, -3.799, -3.117], [-3.492, -3.652, -5.509], [-2.612, -2.348, -3.066], [1.396, -3.159, -2.922], [6.129, -9.544, -0.234], [5.293, -8.891, -1.191], [3.820, -8.283, -0.543], [3.177, -8.212, -1.915], [4.555, -6.849, -0.184], [5.334, -6.186, -1.174], [2.381, -7.740, 0.228], [2.505, -7.101, 1.484], [7.068, -9.814, -0.715], [6.338, -8.877, 0.610], [5.638, -10.450, 0.127], [5.017, -6.438, -2.188], [6.385, -6.449, -1.042], [5.231, -5.109, -1.031], [2.688, -6.031, 1.337], [3.323, -7.546, 2.068], [1.569, -7.219, 2.034], [7.974, -4.503, -3.022], [8.004, -5.230, -1.922], [8.592, -4.845, -3.869], [6.987, -4.373, -3.513], [8.300, -3.445, -2.932], [4.561, -6.625, 3.089], [4.731, -11.015, 3.980], [4.778, -10.032, 3.240], [4.585, -10.913, 5.321], [4.820, -12.280, 3.516], [4.544, -11.703, 5.941], [4.515, -9.986, 5.707], [4.930, -12.398, 2.521], [4.784, -13.095, 4.101]], "forces_ev_per_angstrom": [[-0.44, -2.20, 0.30], [-2.03, 5.64, -0.84], [2.95, -1.70, 1.36], [0.04, -3.63, -1.64], [0.16, -1.25, 0.04], [1.70, -2.77, 1.41], [1.32, -3.64, 0.27], [1.18, -1.91, -1.80], [0.18, 1.54, -3.23], [-1.47, 3.95, -0.56], [-0.38, 2.36, 4.41], [0.49, -0.89, 2.55], [-0.21, -0.04, 0.62], [0.03, 0.11, -0.62], [-0.35, -0.21, -0.93], [-0.55, -0.19, 0.04], [0.18, 1.12, 0.29], [0.11, 0.65, 0.10], [0.83, 0.32, 0.55], [0.96, 1.31, -0.93], [-1.50, 0.42, -0.86], [0.75, -0.85, -1.83], [-0.09, 0.83, -2.01], [-0.70, 1.52, -0.44], [-1.11, 1.31, 0.68], [-0.22, -0.34, 2.00], [0.43, -0.06, -0.07], [-0.64, 0.00, 0.26], [0.23, 0.32, -0.30], [-0.29, 0.07, -0.16], [-0.36, 0.25, -0.03], [-0.19, -0.08, 0.10], [0.45, -0.52, 0.27], [-0.03, 0.27, -0.22], [-0.11, 0.01, -0.08], [0.11, 0.14, -0.06], [-0.07, 0.01, 0.07], [0.03, -0.04, -0.11], [0.20, 0.11, 0.04], [0.17, -0.02, -0.08], [-0.04, -0.16, 0.14], [0.09, -0.11, 0.03], [0.08, -0.08, -0.08], [0.11, 0.05, 0.09], [-0.19, -0.07, 0.07], [-0.80, -0.56, 1.75], [-0.95, -0.45, -0.12], [-0.91, -0.31, 1.06], [0.57, 0.50, -1.10], [0.26, -0.11, 0.37], [-0.54, -0.27, -0.02], [0.98, 0.08, 0.19], [0.20, 0.10, -0.11], [0.04, 0.10, -0.05], [0.19, -0.29, -0.32], [0.28, 0.02, -0.11], [-0.23, 0.04, 0.24], [0.02, 0.33, 0.03], [0.55, 0.17, -0.58], [-0.43, -0.21, 0.26], [0.01, -0.09, 0.06], [-0.09, 0.09, 0.19], [0.09, 0.15, -0.03], [0.04, -0.08, 0.01], [-0.48, -0.30, -0.29], [0.26, -0.28, 0.15], [0.26, 0.21, -0.16], [-0.05, 0.16, 0.26], [-1.36, -0.53, -0.71], [0.42, -0.17, 0.15], [0.58, -0.31, 0.23], [-1.42, -1.46, 2.91], [-0.84, 4.94, -8.31], [0.15, -0.97, 1.63], [-0.82, -0.26, 1.81], [0.68, 0.05, -0.30], [2.00, -1.91, 2.06], [-1.14, 0.18, -0.57], [-0.13, 0.09, -0.06], [0.09, -0.10, 0.02], [0.24, 0.02, 0.03], [-0.11, -0.24, 0.15], [0.03, 0.10, -0.19], [-0.09, -0.12, 0.25], [0.20, 0.07, 0.09], [-0.70, -0.76, -0.26], [0.16, -0.13, 0.16], [1.72, -0.17, -1.16], [-0.43, 0.46, -0.21], [-0.07, -0.70, 0.18], [-0.73, 0.08, 0.36], [-0.52, 0.37, 0.79], [1.09, 0.34, 0.64], [-0.03, -0.65, 0.45], [-0.10, 0.90, -0.43], [-0.08, 0.55, 0.25], [0.05, -0.01, -0.60], [0.02, 0.04, -0.05], [0.03, -0.25, 0.05], [-0.01, -0.09, 0.20], [0.01, 0.06, -0.02]], "largest_force_ev_per_a": 9.7, "homo_ha": -0.4687, "charge": 3, "e_lumo_ev": -10.61}


Entry 2:
{"formula": "C11H34FN11O11S", "method": "ωB97M-V with the def2-TZVPD basis set", "species": ["O", "S", "O", "F", "N", "C", "C", "O", "C", "O", "C", "O", "C", "C", "O", "H", "H", "H", "H", "H", "H", "H", "H", "H", "H", "H", "H", "H", "H", "C", "O", "N", "N", "H", "H", "H", "H", "C", "O", "N", "N", "H", "H", "H", "H", "C", "O", "N", "N", "H", "H", "H", "H", "C", "O", "N", "N", "H", "H", "H", "H", "C", "O", "N", "N", "H", "H", "H", "H"], "positions_angstrom": [[8.486, 1.624, 1.586], [7.645, 2.752, 1.509], [6.428, 2.663, 2.205], [8.427, 3.954, 2.125], [7.332, 3.219, -0.062], [8.278, 4.219, -0.570], [7.592, 5.161, -1.620], [6.288, 4.774, -1.953], [7.270, 2.036, -0.948], [6.355, 1.115, -0.435], [5.215, 0.917, -1.288], [4.433, 2.049, -1.421], [3.983, 2.531, -0.173], [2.697, 3.353, -0.368], [2.649, 3.859, -1.696], [8.676, 4.852, 0.209], [9.135, 3.768, -1.068], [8.198, 5.164, -2.518], [7.566, 6.172, -1.216], [5.674, 5.001, -1.244], [8.243, 1.547, -1.017], [6.957, 2.401, -1.919], [4.676, 0.083, -0.855], [5.601, 0.618, -2.256], [4.716, 3.184, 0.288], [3.807, 1.724, 0.537], [1.811, 2.755, -0.174], [2.746, 4.205, 0.305], [2.423, 4.794, -1.691], [2.535, -2.092, -1.465], [3.470, -1.643, -2.112], [2.464, -3.394, -1.070], [1.476, -1.323, -1.078], [1.696, -3.766, -0.535], [3.222, -3.995, -1.331], [1.486, -0.357, -1.346], [0.703, -1.683, -0.543], [-1.404, -3.120, 0.833], [-0.208, -3.399, 0.891], [-2.019, -2.369, 1.793], [-2.215, -3.526, -0.175], [-2.994, -2.129, 1.763], [-1.456, -2.046, 2.557], [-1.805, -4.080, -0.903], [-3.200, -3.290, -0.209], [-6.025, -3.196, -0.606], [-5.005, -3.038, 0.058], [-6.201, -2.603, -1.820], [-7.061, -3.964, -0.182], [-7.029, -2.720, -2.375], [-5.461, -2.022, -2.171], [-6.970, -4.404, 0.715], [-7.902, -4.105, -0.709], [-8.881, 0.409, -1.286], [-8.575, 0.760, -2.413], [-9.825, 1.068, -0.545], [-8.305, -0.670, -0.678], [-10.090, 0.798, 0.383], [-10.264, 1.864, -0.966], [-7.603, -1.165, -1.201], [-8.535, -0.983, 0.248], [-6.637, -2.762, 3.647], [-7.156, -2.111, 2.754], [-5.663, -3.692, 3.403], [-6.988, -2.612, 4.959], [-5.224, -4.239, 4.118], [-5.381, -3.819, 2.445], [-7.698, -1.937, 5.170], [-6.576, -3.134, 5.708]], "forces_ev_per_angstrom": [[1.32, -0.33, -0.34], [-1.01, -1.45, -0.09], [-1.07, 0.72, 0.60], [0.03, 0.36, -0.28], [1.19, 0.78, 0.77], [-0.14, 0.65, -1.11], [-0.18, -0.02, 0.86], [-0.21, -0.10, -0.50], [-0.41, -0.51, 0.25], [-0.16, 0.17, -0.28], [0.57, -0.30, 0.34], [0.15, -0.19, 0.08], [-0.57, 0.62, 0.04], [0.44, 0.13, -0.50], [-0.03, 0.18, -0.25], [-0.09, -0.13, 0.25], [0.13, -0.42, 0.12], [-0.12, 0.03, -0.29], [0.23, 0.19, -0.01], [0.19, -0.18, -0.05], [0.23, 0.09, 0.12], [-0.02, 0.27, -0.17], [-0.11, -0.09, 0.19], [-0.31, 0.15, -0.39], [0.45, -0.02, -0.06], [-0.04, -0.24, 0.04], [-0.19, -0.05, 0.06], [-0.25, -0.12, 0.49], [-0.04, -0.20, 0.11], [-0.05, -0.02, 0.04], [0.01, -0.03, 0.03], [-0.04, -0.24, -0.01], [-0.18, 0.20, 0.02], [-0.02, 0.16, 0.08], [0.03, 0.04, -0.01], [0.04, -0.01, -0.06], [0.12, -0.12, 0.09], [-0.14, -0.06, -0.07], [0.09, 0.14, -0.14], [0.06, 0.04, 0.16], [0.02, 0.01, -0.11], [-0.01, -0.04, -0.10], [0.02, 0.00, -0.01], [0.05, 0.00, 0.03], [0.10, -0.08, 0.01], [-0.24, -0.07, -0.06], [-0.12, -0.09, 0.13], [0.18, 0.08, -0.09], [0.17, -0.09, 0.06], [0.07, -0.13, -0.09], [0.00, -0.01, -0.02], [-0.11, 0.07, 0.05], [0.00, 0.05, -0.02], [0.03, -0.02, 0.04], [-0.02, -0.02, -0.01], [-0.05, 0.03, -0.03], [-0.16, -0.13, -0.04], [0.05, -0.02, 0.01], [0.02, 0.01, -0.02], [-0.03, 0.25, 0.26], [0.11, 0.07, 0.06], [0.09, -0.04, 0.05], [-0.11, -0.04, -0.05], [-0.09, -0.05, -0.19], [-0.04, 0.02, -0.01], [0.00, 0.02, 0.02], [0.14, 0.15, 0.01], [0.00, 0.01, -0.01], [0.03, -0.01, -0.02]], "largest_force_ev_per_a": 1.8, "homo_ha": -0.3415, "charge": 0, "smiles": "O=S(=O)(F)N(CCO)COCOCCO.NC(N)=O.NC(N)=O.NC(N)=O.NC(N)=O.NC(N)=O", "e_lumo_ev": 0.16}


Entry 3:
{"formula": "C23H22N4O4", "method": "ωB97M-V with the def2-TZVPD basis set", "species": ["C", "H", "O", "C", "C", "C", "C", "C", "C", "O", "C", "C", "O", "N", "C", "C", "C", "C", "C", "C", "H", "H", "C", "H", "H", "H", "H", "H", "H", "H", "H", "H", "H", "C", "N", "N", "C", "O", "C", "C", "C", "C", "N", "C", "H", "H", "H", "H", "H", "H", "H", "H", "H"], "positions_angstrom": [[2.396, -2.028, 2.704], [3.389, -2.072, 3.150], [2.207, -0.687, 2.321], [0.989, -0.322, 1.820], [-0.052, -1.191, 1.555], [-1.255, -0.719, 1.019], [-1.397, 0.640, 0.750], [-0.362, 1.513, 1.016], [0.832, 1.054, 1.553], [1.875, 1.868, 1.917], [2.298, 2.858, 1.004], [3.218, 2.301, -0.099], [3.403, 2.922, -1.123], [3.762, 1.113, 0.239], [4.651, 0.312, -0.484], [5.109, 0.642, -1.754], [5.990, -0.200, -2.407], [6.433, -1.380, -1.824], [5.968, -1.701, -0.553], [5.089, -0.869, 0.111], [4.737, -1.127, 1.099], [6.300, -2.614, -0.080], [7.403, -2.279, -2.528], [7.138, -3.324, -2.383], [8.407, -2.131, -2.129], [7.427, -2.066, -3.594], [6.339, 0.069, -3.393], [4.776, 1.554, -2.221], [3.482, 0.741, 1.143], [1.470, 3.386, 0.525], [2.874, 3.582, 1.590], [-0.492, 2.566, 0.820], [-2.327, 0.998, 0.340], [-2.331, -1.648, 0.760], [-3.444, -1.247, 0.289], [-4.433, -2.118, 0.071], [-5.647, -1.785, -0.470], [-6.452, -2.657, -0.723], [-5.898, -0.345, -0.725], [-6.652, 0.008, -1.842], [-6.911, 1.345, -2.082], [-6.406, 2.280, -1.190], [-5.721, 1.953, -0.108], [-5.478, 0.678, 0.126], [-4.936, 0.464, 1.036], [-6.563, 3.341, -1.339], [-7.487, 1.656, -2.940], [-7.016, -0.767, -2.500], [-4.284, -3.118, 0.244], [-2.153, -2.705, 0.992], [0.052, -2.247, 1.748], [1.657, -2.340, 3.448], [2.356, -2.701, 1.842]], "forces_ev_per_angstrom": [[0.04, -0.28, 0.04], [-0.07, -0.05, -0.03], [-0.19, 0.37, -0.08], [0.19, 0.41, -0.05], [-0.13, -0.01, -0.06], [0.58, 0.71, 0.11], [-0.01, -0.37, 0.03], [0.31, 0.06, 0.13], [-0.01, -0.36, 0.02], [-0.20, -0.13, 0.24], [0.14, 0.26, -0.32], [-0.39, 0.08, 0.36], [0.05, 0.17, -0.13], [-0.06, -0.29, 0.51], [0.23, -0.08, -0.30], [-0.11, 0.19, 0.00], [0.04, -0.20, 0.16], [-0.02, 0.00, -0.07], [-0.03, 0.08, -0.07], [-0.03, 0.08, -0.02], [-0.05, -0.03, 0.12], [0.02, -0.09, 0.06], [0.05, 0.03, 0.06], [0.03, -0.08, -0.05], [0.09, -0.05, -0.04], [0.04, -0.04, -0.08], [0.03, 0.02, -0.11], [-0.02, 0.03, 0.00], [-0.01, 0.12, -0.21], [0.12, -0.09, 0.02], [-0.09, -0.06, -0.12], [0.01, 0.11, 0.00], [-0.09, 0.09, -0.06], [-0.76, -0.64, -0.16], [0.67, 0.52, 0.02], [0.06, -1.21, 0.26], [-0.01, -0.02, 0.03], [0.01, 0.03, -0.08], [-0.27, 0.40, -0.18], [0.14, -0.08, 0.21], [0.07, -0.02, 0.06], [-0.19, -0.02, -0.30], [0.11, 0.44, 0.37], [-0.02, -0.35, -0.02], [-0.01, -0.07, -0.01], [-0.06, 0.06, -0.09], [-0.03, 0.04, -0.07], [-0.04, -0.06, -0.03], [-0.14, 0.36, -0.09], [-0.07, 0.04, -0.03], [0.05, -0.11, 0.04], [0.01, 0.02, -0.03], [-0.01, 0.02, 0.04]], "largest_force_ev_per_a": 1.2, "homo_ha": -0.3040, "charge": 0, "smiles": "COc1cc(/C=N/NC(=O)c2cccnc2)ccc1OCC(=O)Nc1ccc(C)cc1", "e_lumo_ev": 0.08}


What is the formula in the third record?
C23H22N4O4


Among the records above, which one has the highest charge?
C23H49AlBCl5MgN7NbO12P


charge of number 2 (C11H34FN11O11S)?
0


charge of number 1 (C23H49AlBCl5MgN7NbO12P)?
+3